Below is a cluster of 3 separate species, C21H36O12P2 in total in a non-equilibrium geometry, with properties calculated with wB97M-V/def2-TZVPD.

Values from the calculation:
F_max = 1.87 eV Å⁻¹
LUMO = -1.7 eV
gap between HOMO and LUMO = 8.17 eV

XYZ file:
```
71
Properties=species:S:1:pos:R:3:lowdin_charge:R:1
P -7.8734 -0.5523 -1.1756 0.4338
P -1.6697 -0.9724 -1.8206 0.4753
O -3.0061 -0.7198 -2.6630 -0.1849
O -7.5574 -0.9934 -2.5288 -0.2352
O -0.7627 -1.8990 -2.5115 -0.2585
O 7.4361 0.7372 0.5172 0.0001
O 2.4465 -0.0904 2.3809 -0.0201
O 3.0027 -2.0598 1.6107 0.1062
O -8.9041 0.6552 -1.1402 -0.0803
O -8.6108 -1.6511 -0.2801 -0.1075
O -5.7745 1.4641 -2.0176 0.1393
O 5.3078 0.3027 0.2524 0.1091
O -4.5969 -0.5263 2.7411 0.1032
O -2.1354 -1.4842 -0.3886 -0.2054
C -3.9035 -2.9895 -3.0508 -0.0538
C -5.4191 0.8845 -1.0056 -0.3273
C -4.8302 -0.1826 1.5876 -0.3501
C -0.9107 0.6634 -1.7236 -0.1855
C 8.7659 0.8604 0.0051 -0.2350
C -4.1091 -1.6241 -2.4354 -0.2677
C 6.3595 0.5474 -0.2683 -0.5119
C -3.8523 0.6063 0.8229 0.0584
C 3.5313 2.0540 2.7697 -0.0635
C -6.3564 -0.0664 -0.3245 -0.1385
C 9.0832 2.2819 -0.4086 -0.0635
C 4.6153 -1.0643 3.0396 0.0153
C 2.5981 0.9869 3.3032 -0.2369
C -3.1287 1.8715 -1.2416 -0.1401
C -1.0833 -2.0166 0.4469 -0.2329
C 3.2994 -1.1324 2.3093 -0.5360
C -0.7896 -1.1178 1.6268 -0.0546
C -6.0815 -0.5569 0.8881 0.0333
C -1.6451 1.7441 -0.8977 -0.1992
C 6.4840 0.7212 -1.7625 0.0193
C -4.0810 1.1001 -0.3946 -0.1348
H 0.1809 -1.3970 2.0218 0.0642
H 6.2080 1.7429 -2.0193 0.0976
H -4.3761 -1.6854 -1.3857 0.0979
H 1.5968 1.3984 3.4265 0.1198
H 8.9296 2.9605 0.4302 0.0835
H -0.8582 1.0186 -2.7471 0.1014
H 5.7877 0.0371 -2.2402 0.0952
H -1.1861 2.6957 -1.1455 0.1080
H -0.6923 -0.0898 1.2943 0.0597
H 4.5379 1.6661 2.6156 0.0634
H 8.9349 0.1460 -0.8014 0.1137
H -3.9281 -2.8935 -4.1289 0.0838
H -3.4064 2.9203 -1.1422 0.1337
H 0.1040 0.5529 -1.3620 0.0985
H 3.5842 2.8941 3.4638 0.0794
H -9.4048 0.6027 -0.3158 0.0888
H -0.1803 -2.2489 -0.1029 0.1125
H -3.2919 1.6428 -2.2853 0.1156
H 8.4394 2.6180 -1.2214 0.0682
H 3.1748 2.4157 1.8056 0.0836
H -2.9934 -3.4708 -2.7209 0.0700
H 7.4747 0.5084 -2.1563 0.0705
H -6.7323 -1.2395 1.4097 0.1153
H -1.4547 -2.9610 0.8289 0.1213
H -2.9149 0.7568 1.3280 0.1095
H -1.5171 -1.2213 2.4222 0.0768
H 10.1196 2.3600 -0.7370 0.0824
H 4.5992 -0.4505 3.9381 0.0714
H 2.9078 0.6171 4.2819 0.1127
H -7.9816 -2.3217 0.0014 0.0808
H 4.8852 -2.0731 3.3435 0.0919
H 9.4130 0.5618 0.8276 0.1229
H -4.9645 -1.1722 -2.9252 0.1053
H -4.7643 -3.5913 -2.7742 0.0801
H -1.4450 1.5997 0.1569 0.0815
H 5.3663 -0.6815 2.3531 0.0687
```